Record 1
Entry from the OMol25 dataset: an isolated molecule of C14H13BrN2O5S2 in a non-equilibrium geometry (ωB97M-V with the def2-TZVPD basis set).

## Properties
SMILES: O=C(CNS(=O)(=O)c1ccc(Br)s1)NCc1ccc2c(c1)OCO2
Max |F|: 0.0246 hartree/bohr
E_HOMO: -8.30 eV
Net charge: 0
Frontier orbital gap: 8.4 eV

Cartesian coordinates (Å):
Br: -4.720 1.942 -0.042
S: -3.396 -0.788 0.685
S: -0.925 -2.419 1.444
O: 0.660 3.609 -0.223
O: 2.030 3.367 1.614
O: 0.484 -2.165 1.432
O: -1.212 -0.923 -2.258
O: -1.502 -3.005 2.613
N: 0.580 -1.989 -1.377
N: -1.278 -3.470 0.195
C: 2.044 2.210 0.882
C: 1.542 -1.010 -1.856
C: -3.242 0.921 0.455
C: 2.534 0.000 0.215
C: -1.723 -0.887 1.061
C: -0.733 -1.835 -1.614
C: 1.727 0.144 -0.904
C: -1.977 1.375 0.680
C: -1.107 0.326 1.036
C: 1.223 2.357 -0.237
C: 2.709 1.033 1.132
C: 1.045 1.341 -1.143
C: 1.198 4.261 0.907
C: -1.613 -2.993 -1.131
H: -1.914 -4.177 0.532
H: 0.380 4.599 1.563
H: 0.864 -2.580 -0.608
H: 0.396 1.454 -1.994
H: -1.467 -3.820 -1.835
H: 2.489 -1.531 -2.013
H: 3.034 -0.939 0.389
H: 1.162 -0.641 -2.812
H: -0.064 0.438 1.266
H: 1.786 5.136 0.584
H: -2.658 -2.663 -1.212
H: 3.333 0.919 2.001
H: -1.686 2.404 0.575

Results of the Mulliken charge analysis, in e, for atoms 1 through 4:
1. Br -0.122
2. S -0.157
3. S 1.168
4. O -0.512

Record 2
Entry from the OMol25 dataset: a structure of composition C26H30BBrIN3O4RbSbSe4 (ωB97M-V with the def2-TZVPD basis set).

## Properties
Max |F|: 0.0042 hartree/bohr
E_HOMO: -1.96 eV
Net charge: -2
Frontier orbital gap: 5.6 eV

Cartesian coordinates (Å):
I: 2.658 0.375 -3.469
Sb: 4.444 1.597 1.710
Rb: 1.437 0.007 0.084
Br: 2.093 -4.028 2.523
Se: 2.332 3.193 1.074
Se: 3.413 -0.216 2.975
Se: 4.994 0.761 -0.511
Se: 6.020 3.053 2.794
O: -0.422 -0.901 -1.857
O: 1.277 2.587 3.773
O: -0.101 1.893 2.086
O: -3.161 3.777 -1.483
N: 1.500 -3.188 -0.030
N: -3.557 -0.675 -0.164
N: 0.000 1.944 -2.883
C: -2.505 -1.164 -0.773
C: 3.529 -4.565 -1.307
C: -0.458 -0.164 3.248
C: 3.396 -4.638 0.068
C: -0.638 1.989 -1.777
C: 1.637 -3.136 -1.361
C: 2.351 -3.932 0.638
C: 0.550 1.180 5.568
C: -0.633 3.303 4.978
C: -0.260 0.977 -3.859
C: -1.526 0.842 -4.427
C: -2.735 1.548 -0.519
C: -1.623 1.048 -1.228
C: -1.740 -0.039 -5.475
C: 0.101 2.082 4.432
C: -2.348 -2.651 -0.886
C: 2.635 -3.811 -2.056
C: -3.669 0.665 -0.037
C: -0.686 1.341 3.290
C: -1.448 -0.353 -1.347
C: -2.916 3.024 -0.290
C: -2.180 1.623 3.264
C: 0.791 0.219 -4.384
C: 2.740 -3.688 -3.549
C: 0.576 -0.666 -5.426
C: -0.693 -0.797 -5.979
B: 1.099 2.500 2.422
H: -1.439 -2.979 -0.375
H: 0.910 -2.509 -1.873
H: -0.933 -0.561 2.347
H: -0.912 -0.659 4.109
H: -0.857 -1.487 -6.797
H: 1.242 0.424 5.201
H: -2.733 -0.135 -5.896
H: 3.406 -4.449 -3.958
H: -1.526 3.020 5.540
H: -2.390 3.684 -2.055
H: -2.631 1.086 2.429
H: 4.339 -5.092 -1.799
H: -2.341 1.431 -4.025
H: -0.308 0.700 6.047
H: 0.046 3.838 5.643
H: 3.129 -2.706 -3.824
H: 4.077 -5.206 0.684
H: -2.648 1.275 4.189
H: -0.921 3.979 4.173
H: 1.761 -3.791 -4.019
H: -2.391 2.685 3.142
H: -4.547 1.030 0.487
H: -3.792 3.183 0.340
H: -3.217 -3.143 -0.451
H: -2.231 -2.947 -1.932
H: 1.074 1.780 6.313
H: 1.402 -1.254 -5.805
H: -0.401 2.856 -1.153
H: -2.048 3.431 0.243
H: 0.607 -0.398 3.226

Results of the Mulliken charge analysis, in e, for atoms 1 through 4:
1. I 0.181
2. Sb 0.724
3. Rb 0.345
4. Br -0.178

Record 3
Entry from the OMol25 dataset: an isolated molecule of C9H16N2O5 in a non-equilibrium geometry (ωB97M-V with the def2-TZVPD basis set).

## Properties
SMILES: CC(C)[C@H](N)C(=O)N[C@@H](CC(=O)O)C(=O)O
Max |F|: 0.0940 hartree/bohr
E_HOMO: -9.77 eV
Net charge: 0
Frontier orbital gap: 10.0 eV

Cartesian coordinates (Å):
O: -3.406 -1.286 -1.080
O: -5.019 -0.357 0.313
O: 1.774 0.059 2.506
O: -2.799 1.903 -0.348
O: -0.517 2.441 -0.395
N: 1.022 -2.142 0.118
N: -0.294 0.489 1.455
C: 2.477 1.340 -0.317
C: 1.610 0.242 -0.853
C: -1.574 1.606 -0.191
C: 1.656 -0.747 0.300
C: -1.283 0.169 0.366
C: 1.074 -0.079 1.486
C: -2.586 -0.299 0.908
C: -3.680 -0.548 -0.114
C: 2.328 -0.568 -2.040
H: 0.122 1.957 0.313
H: 3.501 0.904 -0.186
H: 2.554 2.098 -1.183
H: 2.366 1.778 0.722
H: 0.454 -2.483 1.095
H: -2.835 0.494 1.729
H: 2.718 -0.823 0.592
H: -2.344 -1.241 1.536
H: -5.500 -0.485 -0.505
H: -0.907 0.516 2.465
H: -1.022 -0.515 -0.386
H: 1.754 -2.835 -0.453
H: 1.539 -1.108 -2.591
H: 0.734 0.675 -1.126
H: 3.128 0.014 -2.703
H: 2.955 -1.168 -1.431

Results of the Mulliken charge analysis, in e, for atoms 1 through 4:
1. O -0.562
2. O -0.446
3. O -0.609
4. O -0.614

Record 4
Entry from the OMol25 dataset: a cluster of 2 separate species, C5H6N in total in a non-equilibrium geometry (ωB97M-V with the def2-TZVPD basis set).

## Properties
Max |F|: 0.1139 hartree/bohr
E_HOMO (spin up / spin down): -14.82 / -14.67 eV
Net charge: +1
Frontier orbital gap (spin up / spin down): 8.7 / 8.7 eV

Cartesian coordinates (Å):
N: -1.727 -0.039 0.062
C: 1.056 -1.031 -0.007
C: 0.797 0.252 -0.740
C: -0.519 0.520 -0.050
C: -2.801 -0.426 -0.021
C: 0.670 0.214 0.714
H: 1.266 0.822 -1.417
H: -0.650 2.444 0.291
H: 1.081 0.684 1.490
H: -3.860 -0.637 -0.158
H: 0.429 -1.795 -0.058
H: 2.055 -1.249 -0.006

Results of the Mulliken charge analysis, in e, for atoms 1 through 4:
1. N 0.111
2. C -0.678
3. C -0.360
4. C 0.048

Record 5
Entry from the OMol25 dataset: a structure of composition C33H26BiF6N5O7S4 (ωB97M-V with the def2-TZVPD basis set).

## Properties
Max |F|: 0.0092 hartree/bohr
E_HOMO: -8.21 eV
Net charge: 0
Frontier orbital gap: 7.5 eV

Cartesian coordinates (Å):
Bi: 0.494 -1.011 0.684
S: 4.250 -1.249 0.212
S: -0.202 -3.417 -3.470
S: 0.483 -3.281 -0.524
S: 3.743 0.326 2.491
F: 3.652 -1.823 3.991
F: 3.491 -3.368 1.534
F: 3.148 0.026 4.992
F: 4.227 -3.749 -0.465
F: 5.616 -3.275 1.129
F: 5.212 -0.421 4.515
O: 2.322 0.250 2.207
O: -3.719 -1.673 2.530
O: 5.205 -1.015 -0.816
O: 0.675 -2.282 2.310
O: 0.881 3.662 2.649
O: 2.845 -1.100 -0.145
O: 4.281 1.633 2.705
N: -1.199 0.793 2.204
N: 4.644 -0.552 1.558
N: -1.984 -1.579 1.113
N: 0.062 -1.205 -2.154
N: 0.798 2.229 0.903
C: 1.774 3.251 0.497
C: -0.866 -1.739 -5.646
C: 1.899 4.162 1.744
C: -1.027 -0.440 -6.095
C: 0.148 -2.491 -2.033
C: -3.915 -2.828 1.660
C: 1.328 4.013 -0.735
C: -0.443 0.447 -3.920
C: -1.965 1.463 4.774
C: 1.842 5.665 -2.420
C: 0.385 2.564 2.046
C: 0.069 3.849 -1.297
C: -2.577 0.407 4.121
C: 0.581 5.498 -2.978
C: -3.203 -1.625 -2.925
C: -2.863 -1.614 -1.577
C: -0.292 -0.855 -3.452
C: -0.810 0.645 -5.238
C: 4.408 -3.026 0.635
C: -2.130 0.103 2.845
C: -4.048 -3.859 -2.693
C: -0.636 1.821 2.827
C: 0.488 -1.899 3.652
C: -2.716 -2.781 0.681
C: -3.698 -3.850 -1.352
C: -3.796 -2.746 -3.485
C: -0.302 4.591 -2.414
C: -0.968 2.178 4.127
C: -2.603 -1.082 2.098
C: -0.493 -1.933 -4.320
C: 3.960 -0.537 4.094
C: 2.210 4.926 -1.307
C: -3.102 -2.728 -0.782
H: -0.556 -2.038 3.962
H: -3.874 -4.733 -0.746
H: 2.540 6.368 -2.854
H: -1.029 -2.579 -6.308
H: -0.460 3.005 4.603
H: -3.928 -3.713 2.291
H: -3.353 -0.184 4.587
H: 2.721 2.756 0.280
H: -4.872 -2.713 1.158
H: -2.393 -0.736 -1.153
H: 1.103 -2.536 4.291
H: 0.293 6.070 -3.852
H: -4.503 -4.742 -3.124
H: -1.320 -0.265 -7.122
H: -4.054 -2.757 -4.537
H: -2.054 -3.636 0.822
H: 2.862 4.080 2.244
H: 1.676 5.204 1.528
H: -0.921 1.654 -5.614
H: -0.618 3.134 -0.861
H: 0.769 -0.859 3.852
H: -1.287 4.454 -2.843
H: -0.263 1.280 -3.251
H: 3.200 5.055 -0.882
H: -2.253 1.721 5.785
H: -2.987 -0.759 -3.538

Results of the Mulliken charge analysis, in e, for atoms 1 through 4:
1. Bi 2.998
2. S 1.099
3. S -0.255
4. S -0.530

Record 6
Entry from the OMol25 dataset: an isolated molecule of C12H16IN in a non-equilibrium geometry (ωB97M-V with the def2-TZVPD basis set).

## Properties
Max |F|: 0.0641 hartree/bohr
E_HOMO (spin up / spin down): -7.17 / -7.17 eV
Net charge: 0
Frontier orbital gap (spin up / spin down): 6.7 / 6.7 eV

Cartesian coordinates (Å):
I: -0.568 -1.889 -2.177
N: 1.720 -0.096 -0.271
C: 0.164 1.012 -2.746
C: -0.608 -1.077 3.027
C: 2.690 -0.956 -0.846
C: 0.722 -1.451 2.996
C: -0.969 0.585 -0.408
C: -2.484 0.343 -0.554
C: 1.498 -1.171 1.891
C: -0.722 2.086 -0.177
C: 0.968 -0.494 0.782
C: -0.266 0.121 -1.645
C: -0.403 -0.143 0.815
C: -1.158 -0.420 1.934
H: -3.032 0.931 0.178
H: 0.856 0.498 -3.412
H: 0.345 2.283 -0.113
H: 3.123 -0.463 -1.719
H: -2.726 -0.707 -0.411
H: 3.497 -1.155 -0.132
H: -0.697 1.338 -3.341
H: 0.656 1.900 -2.352
H: -1.223 -1.304 3.884
H: -2.203 -0.150 1.966
H: -2.821 0.650 -1.544
H: 2.546 -1.433 1.887
H: -1.162 2.685 -0.971
H: -1.179 2.377 0.767
H: 2.277 -1.932 -1.147
H: 1.159 -1.967 3.839

Results of the Mulliken charge analysis, in e, for atoms 1 through 4:
1. I 0.174
2. N -0.311
3. C -1.405
4. C -0.904

Record 7
Entry from the OMol25 dataset: the ion CH3N4Si with charge -1 in a non-equilibrium geometry (ωB97M-V with the def2-TZVPD basis set).

## Properties
Max |F|: 0.0526 hartree/bohr
E_HOMO: -2.96 eV
Net charge: -1
Frontier orbital gap: 7.0 eV

Cartesian coordinates (Å):
Si: 0.459 -0.327 1.349
N: -1.722 0.407 -0.889
N: -0.172 0.328 -2.534
N: -1.247 0.420 -1.963
N: 0.969 0.201 -1.473
C: 0.558 0.189 -0.338
H: 0.418 -1.820 1.671
H: 1.525 0.501 2.282
H: -0.788 0.102 1.896

Results of the Mulliken charge analysis, in e, for atoms 1 through 4:
1. Si 0.110
2. N -0.467
3. N -0.420
4. N 0.222

Record 8
Entry from the OMol25 dataset: a structure of composition C22H19BrCl5F3FeN2O3PSTe (ωB97M-V with the def2-TZVPD basis set).

## Properties
<S²>: 0.75
Max |F|: 0.0091 hartree/bohr
Spin multiplicity: 2
E_HOMO (spin up / spin down): -7.20 / -7.20 eV
Net charge: 0
Frontier orbital gap (spin up / spin down): 5.4 / 4.2 eV

Cartesian coordinates (Å):
Te: 1.645 -3.985 0.417
Br: 0.593 0.425 3.371
Fe: -0.233 -0.153 0.072
Cl: -3.190 -4.724 0.695
Cl: -1.185 -2.589 1.822
Cl: 0.689 0.529 -1.949
Cl: -2.797 -2.541 -4.211
Cl: -3.813 -4.865 -2.347
S: -2.824 1.470 1.757
P: 2.624 -1.784 0.771
F: -5.210 3.785 -1.294
F: -5.466 2.910 0.656
F: -3.709 4.099 0.220
O: 3.901 -1.678 -0.139
O: 3.263 -1.731 2.211
O: 1.619 -0.703 0.685
N: -2.087 0.364 -0.516
N: 0.142 1.694 0.946
C: 4.369 -2.581 2.580
C: 0.485 3.174 2.784
C: -0.392 5.199 -0.301
C: 0.245 4.263 1.967
C: 0.402 1.912 2.229
C: -4.549 3.176 -0.283
C: -1.585 -2.666 0.143
C: -0.987 -1.663 -0.667
C: -3.824 1.952 -0.771
C: -4.070 1.477 -2.029
C: 4.289 -2.823 4.066
C: -2.916 1.266 0.100
C: -2.423 -0.174 -1.704
C: -2.866 -3.567 -1.745
C: -2.490 -3.562 -0.335
C: 4.149 -2.299 -1.429
C: 3.728 -1.416 -2.572
C: -0.072 2.764 0.169
C: -1.598 -1.454 -2.015
C: -3.422 0.323 -2.499
C: -2.446 -2.565 -2.534
C: -0.054 4.070 0.627
H: -1.472 5.250 -0.454
H: 5.219 -2.496 -1.421
H: 3.626 -3.259 -1.454
H: 5.141 -3.422 4.388
H: 0.701 3.289 3.835
H: -4.794 1.978 -2.656
H: 0.075 5.059 -1.276
H: 4.304 -1.880 4.610
H: 0.277 5.264 2.380
H: -0.062 6.154 0.106
H: -0.829 -1.187 -2.746
H: 3.374 -3.356 4.319
H: 3.999 -1.892 -3.515
H: -3.671 -0.116 -3.449
H: -0.283 2.543 -0.869
H: 4.304 -3.520 2.023
H: 5.286 -2.070 2.290
H: 2.657 -1.226 -2.552
H: 4.213 -0.443 -2.512

Results of the Mulliken charge analysis, in e, for atoms 1 through 4:
1. Te 0.109
2. Br -0.105
3. Fe 0.049
4. Cl -0.152